22
Properties=species:S:1:pos:R:3 method="wB97M-V/def2-TZVPD" multiplicity=2 total_energy_ha=-366.748186 total_charge=0 largest_force_ha_per_bohr=0.13027 gap_ev="8.59 / 9.12" de_lowest_ev=4.945 lumo_ev="-0.40 / -0.41"
C 1.451 0.270 -3.655
C 1.251 0.783 -2.183
N -0.109 0.788 -1.904
C -0.322 0.607 -0.472
C -0.241 -0.878 -0.028
C -0.456 -0.706 3.652
C -1.792 -0.165 3.282
O -2.604 -0.747 2.414
H 0.648 0.955 -4.140
H 1.097 -0.811 -3.724
H 2.371 0.508 -4.186
H 1.884 0.217 -1.444
H 1.652 1.826 -2.230
H -1.249 1.065 -0.154
H 0.393 1.080 0.177
H -0.313 -0.813 1.098
H -1.163 -1.417 -0.240
H 0.559 -1.321 -0.657
H -0.424 -1.731 3.303
H 0.465 -0.235 4.126
H -0.802 0.310 2.875
H -2.296 0.415 4.091